Model P:
Entry from the Open Molecules 2025 dataset: 2 unconnected molecules or ions with the total composition H4O2 (ωB97M-V with the def2-TZVPD basis set).

```
6
Properties=species:S:1:pos:R:3
O 0.61 -0.26 -1.07
H 1.58 -0.21 -0.99
H 0.40 -1.12 -1.53
O -1.06 0.30 1.39
H -0.63 0.04 0.60
H -0.90 1.24 1.60
```

SMILES: O.O
LUMO level, eV: 0.66
HOMO-LUMO gap, eV: 11.606

Atomic partial charges in e from the Mulliken method, atoms 1 to 2: atom 1 (O): -0.684, atom 2 (H): 0.327

Model Q:
Entry from the Open Molecules 2025 dataset: 2 unconnected molecules or ions with the total composition H4O2 (ωB97M-V with the def2-TZVPD basis set).

```
6
Properties=species:S:1:pos:R:3
O -1.64 -0.22 -0.05
H -2.51 0.17 -0.10
H -0.98 0.47 0.17
O 2.10 -0.11 -0.05
H 1.46 0.62 -0.05
H 1.57 -0.93 0.09
```

SMILES: O.O
LUMO level, eV: 0.53
HOMO-LUMO gap, eV: 12.171

Atomic partial charges in e from the Mulliken method, atoms 1 to 2: atom 1 (O): -0.619, atom 2 (H): 0.314

Model R:
Entry from the Open Molecules 2025 dataset: 2 unconnected molecules or ions with the total composition H4O2 (ωB97M-V with the def2-TZVPD basis set).

```
6
Properties=species:S:1:pos:R:3
O -1.10 -0.35 1.81
H -0.36 -0.93 2.15
H -0.65 0.27 1.22
O 0.37 0.47 -1.58
H 0.60 -0.45 -1.79
H 1.14 0.98 -1.80
```

SMILES: O.O
LUMO level, eV: 0.73
HOMO-LUMO gap, eV: 12.016

Atomic partial charges in e from the Mulliken method, atoms 1 to 2: atom 1 (O): -0.655, atom 2 (H): 0.320

Model S:
Entry from the Open Molecules 2025 dataset: 2 unconnected molecules or ions with the total composition H4O2 (ωB97M-V with the def2-TZVPD basis set).

```
6
Properties=species:S:1:pos:R:3
O -1.32 0.29 0.29
H -0.43 0.32 0.28
H -1.65 0.61 1.32
O 1.16 -0.05 -0.42
H 1.11 -0.90 -0.06
H 1.13 -0.28 -1.42
```

SMILES: O.O
LUMO level, eV: 0.79
HOMO-LUMO gap, eV: 11.713

Atomic partial charges in e from the Mulliken method, atoms 1 to 2: atom 1 (O): -0.656, atom 2 (H): 0.357

What should be chosen as the least stable of them? Choose model S.

Model P:
Entry from the Open Molecules 2025 dataset: 2 unconnected molecules or ions with the total composition H4O2 (ωB97M-V with the def2-TZVPD basis set).

```
6
Properties=species:S:1:pos:R:3
O 1.65 -0.32 0.01
H 0.67 -0.54 0.07
H 1.67 0.64 -0.06
O -1.42 -0.35 -0.03
H -1.57 0.31 0.70
H -1.00 0.26 -0.68
```

SMILES: O.O
LUMO level, eV: 0.48
HOMO-LUMO gap, eV: 11.851

Atomic partial charges in e from the Mulliken method, atoms 1 to 2: atom 1 (O): -0.663, atom 2 (H): 0.386

Model Q:
Entry from the Open Molecules 2025 dataset: 2 unconnected molecules or ions with the total composition H4O2 (ωB97M-V with the def2-TZVPD basis set).

```
6
Properties=species:S:1:pos:R:3
O -1.90 -0.09 -0.02
H -1.88 0.82 0.28
H -1.02 -0.26 -0.16
O 1.85 -0.06 -0.09
H 1.44 0.84 -0.13
H 1.85 -0.25 0.86
```

SMILES: O.O
LUMO level, eV: 0.50
HOMO-LUMO gap, eV: 12.204

Atomic partial charges in e from the Mulliken method, atoms 1 to 2: atom 1 (O): -0.620, atom 2 (H): 0.310

What should be chosen as the least stable of them? Choose model Q.

Model P:
Entry from the Open Molecules 2025 dataset: 2 unconnected molecules or ions with the total composition H4O2 (ωB97M-V with the def2-TZVPD basis set).

```
6
Properties=species:S:1:pos:R:3
O -0.91 1.26 0.65
H -0.53 2.08 0.39
H -0.17 0.64 0.76
O 0.60 -1.08 -0.34
H 1.24 -1.35 -1.02
H -0.22 -1.55 -0.44
```

SMILES: O.O
LUMO level, eV: 0.84
HOMO-LUMO gap, eV: 11.868

Atomic partial charges in e from the Mulliken method, atoms 1 to 2: atom 1 (O): -0.639, atom 2 (H): 0.304

Model Q:
Entry from the Open Molecules 2025 dataset: 2 unconnected molecules or ions with the total composition H4O2 (ωB97M-V with the def2-TZVPD basis set).

```
6
Properties=species:S:1:pos:R:3
O -1.64 -0.31 0.07
H -1.99 0.59 -0.28
H -0.68 -0.33 -0.12
O 1.25 -0.28 0.03
H 2.11 -0.01 -0.36
H 0.96 0.34 0.66
```

SMILES: O.O
LUMO level, eV: 0.67
HOMO-LUMO gap, eV: 11.759

Atomic partial charges in e from the Mulliken method, atoms 1 to 2: atom 1 (O): -0.669, atom 2 (H): 0.321

Model R:
Entry from the Open Molecules 2025 dataset: 2 unconnected molecules or ions with the total composition H4O2 (ωB97M-V with the def2-TZVPD basis set).

```
6
Properties=species:S:1:pos:R:3
O -1.41 0.15 0.04
H -2.02 -0.50 -0.28
H -0.53 0.09 -0.42
O 1.25 0.01 -0.14
H 1.52 0.81 0.20
H 1.19 -0.56 0.60
```

SMILES: O.O
LUMO level, eV: 0.93
HOMO-LUMO gap, eV: 11.851

Atomic partial charges in e from the Mulliken method, atoms 1 to 2: atom 1 (O): -0.667, atom 2 (H): 0.302

What should be chosen as the least stable of them? Choose model Q.

Model P:
Entry from the Open Molecules 2025 dataset: 2 unconnected molecules or ions with the total composition H4O2 (ωB97M-V with the def2-TZVPD basis set).

```
6
Properties=species:S:1:pos:R:3
O 1.32 -0.05 -0.08
H 1.30 0.89 0.12
H 2.14 -0.29 0.39
O -1.49 -0.10 0.01
H -1.53 0.86 -0.02
H -0.56 -0.28 0.02
```

SMILES: O.O
LUMO level, eV: 0.52
HOMO-LUMO gap, eV: 11.498

Atomic partial charges in e from the Mulliken method, atoms 1 to 2: atom 1 (O): -0.683, atom 2 (H): 0.320

Model Q:
Entry from the Open Molecules 2025 dataset: 2 unconnected molecules or ions with the total composition H4O2 (ωB97M-V with the def2-TZVPD basis set).

```
6
Properties=species:S:1:pos:R:3
O 7.32 -4.04 -6.28
H 7.99 -3.37 -6.15
H 6.56 -3.74 -5.78
O 6.68 -5.13 -8.76
H 7.10 -5.00 -7.91
H 6.91 -4.34 -9.27
```

SMILES: O.O
LUMO level, eV: 0.63
HOMO-LUMO gap, eV: 11.429

Atomic partial charges in e from the Mulliken method, atoms 1 to 2: atom 1 (O): -0.651, atom 2 (H): 0.318

What should be chosen as the least stable of them? Choose model P.

Model P:
Entry from the Open Molecules 2025 dataset: 2 unconnected molecules or ions with the total composition C4H12 (ωB97M-V with the def2-TZVPD basis set).

```
16
Properties=species:S:1:pos:R:3
C -0.13 2.57 -1.33
C 0.81 1.30 -1.62
H -1.21 2.19 -1.42
H 0.08 2.92 -0.35
H 0.20 3.29 -2.02
H 1.75 1.56 -1.20
H 0.82 0.90 -2.66
H 0.46 0.58 -0.90
C -0.92 -1.40 1.48
C 0.24 -2.41 1.31
H -0.53 -0.39 1.82
H -1.52 -1.17 0.61
H -1.50 -1.75 2.36
H 0.84 -2.01 0.57
H 0.67 -2.67 2.30
H -0.06 -3.50 1.05
```

SMILES: CC.CC
LUMO level, eV: 1.06
HOMO-LUMO gap, eV: 12.376

Atomic partial charges in e from the Mulliken method, atoms 1 to 2: atom 1 (C): -0.833, atom 2 (C): -0.537

Model Q:
Entry from the Open Molecules 2025 dataset: 2 unconnected molecules or ions with the total composition C4H12 (ωB97M-V with the def2-TZVPD basis set).

```
16
Properties=species:S:1:pos:R:3
C -1.77 0.33 1.09
C -3.17 0.96 0.71
H -2.01 -0.45 1.79
H -1.27 -0.19 0.32
H -1.12 1.02 1.52
H -3.27 1.83 1.28
H -3.99 0.27 0.69
H -3.28 1.13 -0.34
C 2.81 -0.05 -1.18
C 2.06 -1.23 -0.57
H 3.92 0.31 -0.82
H 2.97 -0.08 -2.26
H 2.32 0.92 -1.07
H 0.95 -1.13 -0.79
H 2.42 -1.40 0.53
H 2.43 -2.25 -0.91
```

SMILES: CC.CC
LUMO level, eV: 1.10
HOMO-LUMO gap, eV: 12.414

Atomic partial charges in e from the Mulliken method, atoms 1 to 2: atom 1 (C): -0.709, atom 2 (C): -0.920

What should be chosen as the least stable of them? Choose model Q.

Model P:
Entry from the Open Molecules 2025 dataset: 2 unconnected molecules or ions with the total composition C4H12 (ωB97M-V with the def2-TZVPD basis set).

```
16
Properties=species:S:1:pos:R:3
C 2.13 -1.13 -0.74
C 0.93 -0.90 -1.61
H 3.02 -0.67 -1.15
H 2.00 -0.69 0.27
H 2.32 -2.19 -0.56
H 0.58 0.12 -1.81
H 0.00 -1.42 -1.32
H 1.09 -1.25 -2.64
C -1.21 1.68 0.94
C -1.83 0.38 1.47
H -0.12 1.62 1.00
H -1.37 1.78 -0.14
H -1.49 2.50 1.59
H -1.78 0.29 2.56
H -1.38 -0.47 0.96
H -2.88 0.34 1.18
```

SMILES: CC.CC
LUMO level, eV: 1.14
HOMO-LUMO gap, eV: 12.714

Atomic partial charges in e from the Mulliken method, atoms 1 to 2: atom 1 (C): -0.778, atom 2 (C): -0.838

Model Q:
Entry from the Open Molecules 2025 dataset: 2 unconnected molecules or ions with the total composition C4H12 (ωB97M-V with the def2-TZVPD basis set).

```
16
Properties=species:S:1:pos:R:3
C -1.07 -0.99 -1.29
C -1.98 -2.07 -0.70
H -0.58 -1.15 -2.25
H -1.68 -0.09 -1.32
H -0.24 -0.77 -0.61
H -1.47 -2.65 0.05
H -2.86 -1.66 -0.20
H -2.30 -2.80 -1.42
C 1.91 1.17 0.45
C 1.13 1.87 1.56
H 2.03 1.81 -0.42
H 2.88 0.83 0.80
H 1.34 0.33 0.06
H 1.75 2.24 2.37
H 0.41 1.26 2.08
H 0.55 2.70 1.15
```

SMILES: CC.CC
LUMO level, eV: 1.14
HOMO-LUMO gap, eV: 12.664

Atomic partial charges in e from the Mulliken method, atoms 1 to 2: atom 1 (C): -0.470, atom 2 (C): -0.918

What should be chosen as the least stable of them? Choose model Q.

Model P:
Entry from the Open Molecules 2025 dataset: 2 unconnected molecules or ions with the total composition C4H12 (ωB97M-V with the def2-TZVPD basis set).

```
16
Properties=species:S:1:pos:R:3
C 1.31 -0.78 -1.23
C 1.11 -2.31 -1.44
H 0.42 -0.12 -1.68
H 1.44 -0.49 -0.20
H 2.18 -0.44 -1.79
H 1.99 -2.88 -1.47
H 0.54 -2.76 -2.17
H 0.74 -2.86 -0.48
C -0.62 2.04 1.13
C -1.83 1.12 1.58
H 0.08 1.50 0.42
H -1.09 2.85 0.57
H -0.09 2.41 1.87
H -1.89 0.17 0.89
H -2.64 1.80 1.44
H -1.64 0.72 2.57
```

SMILES: CC.CC
LUMO level, eV: 1.12
HOMO-LUMO gap, eV: 12.534

Atomic partial charges in e from the Mulliken method, atoms 1 to 2: atom 1 (C): -0.666, atom 2 (C): -1.034

Model Q:
Entry from the Open Molecules 2025 dataset: 2 unconnected molecules or ions with the total composition C4H12 (ωB97M-V with the def2-TZVPD basis set).

```
16
Properties=species:S:1:pos:R:3
C 1.30 1.65 -1.77
C 0.86 1.86 -0.25
H 0.39 1.93 -2.33
H 2.20 2.32 -1.91
H 1.57 0.60 -1.89
H -0.10 1.36 -0.31
H 1.62 1.53 0.59
H 0.63 2.84 0.09
C -0.53 -1.83 1.53
C -1.56 -1.67 0.44
H -0.95 -2.69 2.11
H 0.41 -2.24 1.16
H -0.42 -0.96 2.16
H -1.23 -2.08 -0.53
H -1.67 -0.61 0.30
H -2.53 -2.01 0.61
```

SMILES: CC.CC
LUMO level, eV: 1.12
HOMO-LUMO gap, eV: 12.402

Atomic partial charges in e from the Mulliken method, atoms 1 to 2: atom 1 (C): -0.779, atom 2 (C): -0.642

Model R:
Entry from the Open Molecules 2025 dataset: 2 unconnected molecules or ions with the total composition C4H12 (ωB97M-V with the def2-TZVPD basis set).

```
16
Properties=species:S:1:pos:R:3
C 0.03 -2.51 1.08
C 0.38 -1.11 1.35
H -1.05 -2.65 1.00
H 0.48 -3.00 0.19
H 0.32 -3.27 1.94
H -0.19 -0.98 2.30
H 0.04 -0.32 0.62
H 1.43 -0.84 1.43
C 0.36 2.06 -1.71
C -0.75 1.60 -0.76
H 1.16 1.34 -1.72
H -0.13 2.23 -2.70
H 0.84 2.97 -1.26
H -1.11 0.49 -1.03
H -1.46 2.42 -0.74
H -0.52 1.31 0.20
```

SMILES: CC.CC
LUMO level, eV: 1.08
HOMO-LUMO gap, eV: 12.224

Atomic partial charges in e from the Mulliken method, atoms 1 to 2: atom 1 (C): -0.920, atom 2 (C): -0.199

Model S:
Entry from the Open Molecules 2025 dataset: 2 unconnected molecules or ions with the total composition C4H12 (ωB97M-V with the def2-TZVPD basis set).

```
16
Properties=species:S:1:pos:R:3
C -2.55 0.07 0.38
C -2.69 0.77 -0.98
H -3.54 0.12 0.88
H -2.31 -1.11 0.10
H -1.80 0.26 1.02
H -2.29 0.21 -1.85
H -2.47 1.87 -0.85
H -3.65 0.74 -1.39
C 2.59 -0.97 0.73
C 2.79 0.23 -0.17
H 3.48 -1.57 0.98
H 2.12 -0.59 1.63
H 1.85 -1.63 0.32
H 3.28 1.06 0.50
H 3.40 -0.11 -0.90
H 1.79 0.65 -0.39
```

SMILES: CC.CC
LUMO level, eV: 1.01
HOMO-LUMO gap, eV: 12.438

Atomic partial charges in e from the Mulliken method, atoms 1 to 2: atom 1 (C): -0.777, atom 2 (C): -0.919

What should be chosen as the least stable of them? Choose model S.

Model P:
Entry from the Open Molecules 2025 dataset: 2 unconnected molecules or ions with the total composition C4H12 (ωB97M-V with the def2-TZVPD basis set).

```
16
Properties=species:S:1:pos:R:3
C -2.35 0.91 -0.19
C -1.17 0.85 -1.17
H -2.06 0.65 0.82
H -2.77 1.90 -0.03
H -3.14 0.25 -0.55
H -1.53 1.19 -2.15
H -0.30 1.38 -0.82
H -0.92 -0.20 -1.25
C 1.27 -1.37 0.53
C 2.28 -0.32 0.92
H 0.68 -1.91 1.25
H 0.45 -1.02 -0.11
H 1.65 -2.18 -0.10
H 2.46 0.44 0.14
H 2.17 0.21 1.86
H 3.26 -0.79 0.85
```

SMILES: CC.CC
LUMO level, eV: 1.16
HOMO-LUMO gap, eV: 12.363

Atomic partial charges in e from the Mulliken method, atoms 1 to 2: atom 1 (C): -0.881, atom 2 (C): -0.715

Model Q:
Entry from the Open Molecules 2025 dataset: 2 unconnected molecules or ions with the total composition C4H12 (ωB97M-V with the def2-TZVPD basis set).

```
16
Properties=species:S:1:pos:R:3
C 1.81 0.23 0.72
C 1.28 0.60 2.09
H 1.02 -0.11 0.04
H 2.39 1.08 0.26
H 2.44 -0.65 0.69
H 1.73 -0.07 2.86
H 1.38 1.65 2.39
H 0.22 0.43 2.11
C -1.98 0.18 -1.74
C -1.17 -0.88 -1.03
H -3.07 0.24 -1.70
H -1.75 1.15 -1.33
H -1.72 -0.15 -2.75
H -1.24 -1.88 -1.49
H -1.23 -1.18 0.02
H -0.10 -0.66 -1.14
```

SMILES: CC.CC
LUMO level, eV: 1.14
HOMO-LUMO gap, eV: 12.296

Atomic partial charges in e from the Mulliken method, atoms 1 to 2: atom 1 (C): -0.168, atom 2 (C): -0.877

What should be chosen as the least stable of them? Choose model Q.